(1)
{"formula": "C6H9NO", "method": "the ωB97M-V functional and the def2-TZVPD basis", "symbols": ["N", "C", "C", "C", "C", "C", "C", "O", "H", "H", "H", "H", "H", "H", "H", "H", "H"], "positions_angstrom": [[-2.1240, 0.6386, -0.1526], [-0.6856, 0.4272, -0.0707], [-0.0438, -0.3740, -1.2530], [1.1331, -0.9821, -0.7729], [1.0237, -0.4782, 0.6205], [-0.2837, -0.6980, 0.9720], [0.6884, 1.1049, 0.5164], [1.2645, 1.9027, -0.3581], [-2.7384, 1.5557, -0.4422], [-2.6075, -0.3018, -0.3986], [-0.7302, -0.5751, -2.1656], [1.7691, -1.8253, -1.2520], [1.9967, -0.6463, 1.2302], [-0.5986, -1.7562, 0.8050], [-0.5659, -0.5511, 2.0960], [0.5654, 1.3933, 1.6136], [1.9368, 1.1657, -0.9881]], "e_tot_ev": -9899.7154, "homo_ev": -8.547, "de_lowest_kcal_mol": 135.8, "lumo_ha": 0.0295, "mol_weight_da": 111.1, "orbital_gap_ev": 9.35}



(2)
{"formula": "C6H9NO", "method": "the ωB97M-V functional and the def2-TZVPD basis", "symbols": ["C", "N", "C", "C", "C", "C", "C", "O", "H", "H", "H", "H", "H", "H", "H", "H", "H"], "positions_angstrom": [[-0.1299, -0.8339, 3.6357], [0.6050, -0.0546, 2.9678], [0.7860, -0.2716, 1.5904], [-0.1385, -0.5661, 0.6936], [0.0585, -0.7771, -0.7632], [-0.7530, 0.2063, -1.6655], [0.1376, 0.9718, -2.6315], [-0.3794, 1.6044, -3.5152], [-0.2393, -0.5684, 4.6699], [-0.6064, -1.7241, 3.2239], [1.8279, -0.1572, 1.3124], [-1.1808, -0.6801, 0.9735], [1.0456, -0.9900, -1.1728], [-0.4466, -1.7218, -1.0034], [-1.3921, 0.8931, -1.1061], [-1.5039, -0.3181, -2.2568], [1.2249, 0.9688, -2.4577]], "e_tot_ev": -9903.3550, "homo_ev": -9.083, "de_lowest_kcal_mol": 51.9, "lumo_ha": 0.0310, "mol_weight_da": 111.1, "orbital_gap_ev": 9.93}



(3)
{"formula": "C6H9NO", "method": "the ωB97M-V functional and the def2-TZVPD basis", "symbols": ["C", "C", "C", "C", "C", "C", "H", "H", "H", "H", "H", "H", "H", "H", "H", "N", "O"], "positions_angstrom": [[0.7505, -0.0159, -0.1934], [0.8422, 1.4638, 0.0483], [0.1917, 0.3040, 1.0976], [-1.1611, -0.1729, 0.8325], [-1.4914, 0.6968, -0.5067], [-0.4286, -0.2169, -0.9509], [2.0596, -1.7281, 0.2185], [2.8597, -0.1746, -0.1289], [1.7924, 2.0163, 0.4763], [-0.0520, 1.9155, -0.7755], [0.9055, 0.1148, 1.7916], [-1.8993, -0.1822, 1.6715], [-1.5135, 1.6880, -0.9894], [-2.4697, 0.1149, -0.7074], [-0.1673, -0.6138, -2.0020], [2.0090, -0.7414, -0.3015], [-0.9749, -1.2892, 0.0740]], "e_tot_ev": -9898.8145, "homo_ev": -8.680, "de_lowest_kcal_mol": 156.6, "lumo_ha": 0.0370, "mol_weight_da": 111.1, "orbital_gap_ev": 9.69}



(4)
{"formula": "C6H9NO", "method": "the ωB97M-V functional and the def2-TZVPD basis", "symbols": ["C", "N", "C", "C", "C", "C", "O", "C", "H", "H", "H", "H", "H", "H", "H", "H", "H"], "positions_angstrom": [[-0.3302, 1.5443, -0.6334], [-0.2734, 0.1166, -0.3508], [1.1616, -0.5093, -0.0981], [0.7734, -0.7681, 1.2155], [2.0392, -0.7225, -1.0844], [-1.7261, -0.1417, 1.6749], [-1.0453, -0.5323, -1.3301], [-0.5489, -0.2861, 1.0582], [-0.7516, -1.4602, -1.3138], [1.3184, -1.1194, 2.0661], [0.2659, 2.0639, 0.1134], [0.0649, 1.7230, -1.6317], [-1.3651, 1.8817, -0.5799], [1.9704, -0.2091, -2.0288], [2.8852, -1.3662, -0.9246], [-2.5730, 0.2910, 1.1708], [-1.8655, -0.5056, 2.6765]], "e_tot_ev": -9900.3727, "homo_ev": -6.451, "de_lowest_kcal_mol": 120.6, "lumo_ha": 0.0291, "mol_weight_da": 111.1, "orbital_gap_ev": 7.24}



(5)
{"formula": "C6H9NO", "method": "the ωB97M-V functional and the def2-TZVPD basis", "symbols": ["C", "C", "C", "C", "C", "C", "N", "O", "H", "H", "H", "H", "H", "H", "H", "H", "H"], "positions_angstrom": [[2.1571, -1.9102, 1.1496], [-1.6769, -0.3732, -1.0914], [0.8263, -1.7498, 0.4377], [-0.5500, 0.3024, -0.4771], [0.4925, 0.6165, 0.0812], [-0.8206, 2.6728, -0.6582], [-1.3193, 3.4182, 0.2091], [0.1153, -2.6663, 0.1508], [-1.4015, 3.0066, 1.1437], [1.3211, 1.1071, 0.5335], [-0.6806, 3.0300, -1.6917], [2.3730, -2.9644, 1.3540], [2.1252, -1.3472, 2.0848], [2.9433, -1.4840, 0.5227], [-1.5726, -1.4528, -0.9509], [-1.7177, -0.1586, -2.1615], [-2.6145, -0.0471, -0.6363]], "e_tot_ev": -9898.3551, "homo_ev": [-6.830, -6.854], "de_lowest_kcal_mol": 167.2, "lumo_ha": [0.0203, 0.0336], "mol_weight_da": 111.1, "orbital_gap_ev": [7.38, 7.77]}



(6)
{"formula": "C6H9NO2", "method": "the ωB97M-V functional and the def2-TZVPD basis", "symbols": ["O", "C", "C", "C", "N", "C", "C", "C", "O", "H", "H", "H", "H", "H", "H", "H", "H", "H"], "positions_angstrom": [[-0.8907, -0.7422, 1.5159], [-0.4356, -0.9182, 0.2139], [-1.5502, -1.3016, -0.6606], [-1.1953, 0.1352, -0.8059], [-1.1172, 1.3017, 0.0298], [0.4535, 1.3670, 0.2418], [0.8754, -0.1369, 0.0756], [2.2259, -0.6010, 0.4175], [1.8595, -0.3913, -0.9240], [-1.1874, 0.1901, 1.5858], [-1.3818, -1.8568, -1.5795], [-2.4431, -1.5869, -0.1043], [-0.6510, 0.2725, -1.7403], [-1.4852, 2.0871, -0.5136], [0.8860, 2.0552, -0.4927], [0.6077, 1.7151, 1.2575], [2.4192, -1.6435, 0.6908], [3.0102, 0.0544, 0.7923]], "e_tot_ev": -11947.9514, "homo_ev": -8.266, "de_lowest_kcal_mol": 123.8, "lumo_ha": 0.0325, "mol_weight_da": 127.1, "orbital_gap_ev": 9.15}



(7)
{"formula": "C6H9NO2", "method": "the ωB97M-V functional and the def2-TZVPD basis", "symbols": ["C", "C", "C", "C", "C", "N", "C", "O", "O", "H", "H", "H", "H", "H", "H", "H", "H", "H"], "positions_angstrom": [[-1.2277, 2.0243, -0.2164], [1.9536, -0.5861, -0.2421], [0.0279, 1.5809, -0.5134], [-0.1702, -0.3159, 1.3447], [0.4711, -0.2865, -0.3565], [-1.3051, -1.0353, 1.4779], [-0.2446, -1.0243, -1.2460], [1.0222, 2.1195, -0.9492], [0.6203, -0.1436, 2.2190], [-1.9509, -1.0679, 0.7089], [-1.6197, -1.2235, 2.4186], [-1.4126, 3.0890, -0.2210], [-2.1206, 1.4684, -0.4482], [2.1130, -1.6296, 0.0340], [2.4251, 0.0196, 0.5274], [2.4631, -0.4146, -1.1883], [-1.2993, -0.8669, -1.4269], [0.2544, -1.7073, -1.9226]], "e_tot_ev": -11948.7840, "homo_ev": -7.928, "de_lowest_kcal_mol": 104.6, "lumo_ha": -0.0490, "mol_weight_da": 127.1, "orbital_gap_ev": 6.60}



(8)
{"formula": "C6H9NO2S", "method": "the ωB97M-V functional and the def2-TZVPD basis", "symbols": ["C", "N", "C", "S", "O", "O", "H", "H", "H", "H", "H", "C", "C", "C", "C", "H", "H", "H", "H"], "positions_angstrom": [[2.5911, 0.6518, 0.5669], [1.1302, 0.8882, 0.7378], [0.2784, -0.2434, 1.1827], [0.3693, 1.1194, 2.1934], [1.2370, 0.9879, 3.3208], [-0.6836, 2.0698, 2.1703], [3.1394, 0.0342, 1.2896], [2.4936, 0.0379, -0.3979], [3.2132, 1.4597, 0.2655], [0.8766, -1.2057, 1.2359], [-0.5216, -0.4251, 0.4621], [0.1013, 0.2329, -2.1599], [-0.9030, -0.3872, -1.8961], [-2.0322, -1.2554, -1.7605], [-3.0725, -0.9909, -1.0419], [0.6904, 1.0646, -2.1930], [-1.7401, -2.1786, -2.1557], [-3.7627, -1.8242, -1.1090], [-3.4048, -0.0359, -0.7109]], "e_tot_ev": -22782.0492, "homo_ev": -9.766, "de_lowest_kcal_mol": 146.7, "lumo_ha": 0.0246, "mol_weight_da": 159.2, "orbital_gap_ev": 10.44}